--- A ---
DFT (ωB97M-V with the def2-TZVPD basis set) results for a molecular structure, C25H66CuMnN6O9.

Last column: Löwdin spin population.
CARTESIAN COORDINATES (ANGSTROEM)
Cu: -2.248 -1.589 -0.516  1.303
Mn: -0.027 3.209 -0.076  4.699
C: -0.282 0.658 -0.072  0.023
O: 0.699 1.273 0.446  0.054
O: -1.125 1.405 -0.626  0.067
O: -0.476 -0.561 -0.062  0.104
C: -2.818 6.023 -1.962  0.003
C: -2.024 5.220 -0.904  0.007
C: -2.854 4.037 -0.270  0.004
O: -2.081 3.631 0.916  0.038
C: -2.896 2.774 1.757  0.009
N: -0.771 4.665 -1.425  0.041
H: -2.828 5.405 -2.860  0.000
H: -2.423 7.026 -2.123  0.000
H: -3.848 6.083 -1.609  0.000
H: -1.670 5.947 -0.174  0.001
H: -3.101 3.307 -1.041  0.001
H: -3.858 4.285 0.076  0.001
H: -3.254 1.838 1.327  0.010
H: -3.670 3.389 2.216  0.001
H: -2.330 2.485 2.643  0.000
H: -1.048 4.215 -2.285  0.004
H: -0.111 5.347 -1.771  0.004
C: -3.771 1.019 -3.605  0.008
C: -3.431 -0.373 -3.030  0.020
C: -2.217 -1.054 -3.664  0.009
O: -1.968 -2.144 -2.742  0.067
C: -1.150 -3.189 -3.434  0.008
N: -3.394 -0.081 -1.577  0.155
H: -4.767 1.348 -3.306  0.002
H: -3.795 1.012 -4.695  0.003
H: -3.128 1.870 -3.379  0.001
H: -4.309 -1.007 -3.154  0.006
H: -1.361 -0.387 -3.764  0.001
H: -2.389 -1.302 -4.712  0.000
H: -0.879 -3.924 -2.675  0.002
H: -0.167 -2.867 -3.776  0.001
H: -1.676 -3.476 -4.345  0.001
H: -4.217 0.499 -1.500  0.017
H: -2.635 0.586 -1.556  0.006
C: 1.318 -1.385 4.649  0.000
C: 0.735 -0.749 3.409  0.001
C: -0.742 -0.493 3.488  0.005
O: -1.474 -1.690 3.631  0.018
C: -2.157 -1.901 4.900  0.002
N: 1.449 0.501 3.138  0.001
H: 1.114 -0.831 5.565  0.000
H: 2.378 -1.631 4.586  0.000
H: 0.953 -2.396 4.829  0.000
H: 0.976 -1.373 2.549  0.001
H: -1.146 -0.037 2.584  0.006
H: -1.005 0.207 4.281  0.000
H: -2.100 -2.927 5.262  0.000
H: -3.202 -1.765 4.624  0.001
H: -1.919 -1.227 5.724  0.000
H: 2.245 0.055 2.705  0.000
H: 1.035 0.886 2.302  0.000
C: 3.456 -1.277 -1.135  0.000
C: 2.825 -2.560 -0.799  0.000
C: 3.285 -3.070 0.550  0.000
O: 4.696 -3.283 0.830  0.000
C: 4.881 -3.269 2.245  0.000
N: 1.361 -2.486 -0.851  0.001
H: 3.161 -1.047 -2.159  0.000
H: 4.524 -1.491 -1.182  0.000
H: 3.334 -0.432 -0.458  0.000
H: 3.275 -3.341 -1.412  0.000
H: 2.840 -4.058 0.665  0.000
H: 2.809 -2.346 1.212  0.000
H: 4.567 -2.353 2.745  0.000
H: 5.902 -3.547 2.505  0.000
H: 4.205 -4.041 2.614  0.000
H: 1.011 -1.635 -0.435  0.000
H: 1.009 -2.421 -1.795  0.001
C: 4.002 3.450 -1.836  0.003
C: 2.832 4.210 -1.295  0.008
C: 2.504 5.518 -2.020  0.000
O: 1.484 6.266 -1.221  0.003
C: 1.183 7.544 -1.780  0.000
N: 1.765 3.243 -1.251  0.050
H: 4.825 4.073 -2.187  0.001
H: 3.857 2.785 -2.687  0.000
H: 4.605 2.818 -1.184  0.000
H: 3.117 4.526 -0.292  0.001
H: 2.056 5.393 -3.006  0.000
H: 3.418 6.092 -2.173  0.000
H: 2.124 8.082 -1.894  0.000
H: 0.595 8.147 -1.089  0.000
H: 0.646 7.501 -2.728  0.000
H: 2.077 2.313 -1.011  0.003
H: 1.695 3.025 -2.234  0.003
C: -1.433 -5.526 -0.371  0.006
C: -1.391 -4.728 0.948  0.018
C: -0.120 -5.190 1.772  0.005
O: -0.438 -6.355 2.502  0.002
C: 0.714 -7.111 2.762  0.000
N: -1.150 -3.286 0.640  0.147
H: -2.408 -5.438 -0.850  0.005
H: -1.489 -6.576 -0.081  0.000
H: -0.603 -5.390 -1.064  0.000
H: -2.372 -4.936 1.374  0.006
H: -0.032 -4.444 2.561  0.001
H: 0.770 -5.007 1.170  0.001
H: 1.145 -7.516 1.847  0.000
H: 0.460 -7.939 3.424  0.000
H: 1.511 -6.549 3.248  0.000
H: -0.173 -3.298 0.386  0.003
H: -1.077 -2.884 1.563  0.011

The charge is +1. For the LUMO energy (spin up / spin down), the calculation gives -2.3 / -3.0 eV. The value obtained for the HOMO-LUMO gap (spin up / spin down) is 0.134 / 0.290 Ha. The calculation puts the HOMO energy (spin up / spin down) at -5.967 / -10.920 eV. As for the expectation value of S²: 15.757. As for the multiplicity: 8.


--- B ---
DFT (ωB97M-V with the def2-TZVPD basis set) results for a molecular structure, C25H66CuMnN6O9.

Last column: Löwdin spin population.
CARTESIAN COORDINATES (ANGSTROEM)
Cu: 5.694 4.946 -21.669  0.774
Mn: 3.414 0.670 -19.349  5.265
C: 3.667 2.892 -20.554  0.047
O: 2.655 2.342 -20.197  0.105
O: 4.616 2.155 -20.487  0.147
O: 3.897 3.970 -20.987  0.063
C: -0.198 -1.595 -18.998  0.004
C: 1.307 -1.314 -19.262  0.027
C: 1.676 -1.161 -20.749  0.013
O: 2.998 -0.740 -20.783  0.136
C: 3.447 -0.711 -22.111  0.020
N: 1.541 -0.049 -18.587  0.102
H: -0.811 -0.944 -19.622  0.001
H: -0.455 -1.636 -17.939  0.001
H: -0.431 -2.604 -19.336  0.001
H: 2.042 -2.013 -18.862  0.016
H: 1.035 -0.453 -21.274  0.001
H: 1.500 -2.107 -21.260  0.001
H: 4.005 -1.635 -22.265  0.002
H: 4.119 0.142 -22.206  0.004
H: 2.736 -0.557 -22.923  0.001
H: 0.874 0.575 -19.017  0.005
H: 1.109 -0.120 -17.677  0.015
C: 4.045 6.585 -18.450  0.001
C: 5.068 7.566 -19.039  0.000
C: 6.056 8.202 -18.033  0.000
O: 7.064 7.253 -17.629  0.000
C: 7.706 7.443 -16.438  0.000
N: 5.847 6.774 -19.996  -0.002
H: 4.522 5.630 -18.226  0.002
H: 3.330 6.290 -19.218  0.000
H: 3.555 7.012 -17.576  0.000
H: 4.520 8.327 -19.595  0.000
H: 5.373 8.344 -17.195  0.000
H: 6.386 9.226 -18.208  0.000
H: 6.977 7.601 -15.643  0.000
H: 8.326 8.340 -16.439  0.000
H: 8.439 6.641 -16.358  0.000
H: 6.578 6.394 -19.412  0.000
H: 6.359 7.476 -20.512  0.000
C: 2.639 6.474 -22.722  0.000
C: 3.776 6.300 -23.768  0.001
C: 3.616 7.264 -24.993  0.002
O: 4.738 7.110 -25.900  0.000
C: 4.746 8.059 -26.971  0.000
N: 4.978 6.656 -23.078  0.033
H: 1.735 6.428 -23.329  0.000
H: 2.584 7.459 -22.257  0.000
H: 2.554 5.609 -22.065  0.000
H: 3.830 5.293 -24.181  0.000
H: 3.779 8.240 -24.535  0.000
H: 2.636 7.137 -25.455  0.000
H: 5.242 7.613 -27.833  0.000
H: 5.292 8.930 -26.610  0.000
H: 3.736 8.334 -27.277  0.000
H: 4.926 7.544 -22.600  0.001
H: 5.635 6.851 -23.821  0.000
C: 0.006 4.178 -21.094  0.001
C: -0.740 2.914 -20.786  0.000
C: -0.801 2.048 -22.096  0.000
O: -1.604 2.777 -23.100  0.000
C: -1.801 2.104 -24.332  0.000
N: 0.028 2.292 -19.746  0.001
H: -0.641 4.664 -21.824  0.000
H: 0.993 4.035 -21.535  0.001
H: -0.146 4.804 -20.215  0.000
H: -1.808 3.039 -20.606  0.000
H: -0.990 0.989 -21.920  0.000
H: 0.200 1.882 -22.494  0.001
H: -2.121 1.072 -24.194  0.000
H: -0.825 2.015 -24.808  0.000
H: -2.510 2.621 -24.980  0.000
H: 1.004 2.437 -19.959  0.000
H: 0.036 3.039 -19.066  0.001
C: 9.239 5.553 -24.206  0.003
C: 7.750 5.274 -23.799  0.002
C: 7.282 3.861 -24.011  0.000
O: 5.908 3.749 -23.517  -0.001
C: 5.233 2.653 -24.004  0.001
N: 7.630 5.694 -22.400  0.062
H: 9.847 4.730 -23.831  0.000
H: 9.771 6.478 -23.984  0.000
H: 9.418 5.556 -25.281  0.001
H: 7.349 6.132 -24.339  0.000
H: 7.934 3.200 -23.440  0.000
H: 7.395 3.577 -25.057  0.000
H: 4.435 3.091 -24.602  0.000
H: 4.635 2.163 -23.236  0.001
H: 5.773 1.777 -24.362  0.000
H: 8.510 5.415 -21.992  0.001
H: 7.821 6.685 -22.435  0.001
C: 7.842 2.324 -18.654  0.022
C: 7.472 3.696 -19.173  0.007
C: 8.747 4.538 -19.098  0.000
O: 8.629 5.794 -19.647  0.000
C: 9.642 6.723 -19.151  0.000
N: 6.973 3.536 -20.501  0.063
H: 8.476 2.189 -17.778  0.002
H: 8.331 1.736 -19.431  0.002
H: 6.938 1.775 -18.392  0.033
H: 6.697 4.197 -18.593  0.002
H: 9.616 4.021 -19.505  0.000
H: 8.989 4.558 -18.036  0.000
H: 10.515 6.697 -19.803  0.000
H: 9.867 6.728 -18.085  0.000
H: 9.297 7.740 -19.338  0.000
H: 6.241 2.844 -20.429  0.001
H: 7.654 2.943 -20.954  0.002

The charge is +1. For the LUMO energy (spin up / spin down), the calculation gives -2.2 / -3.7 eV. The value obtained for the HOMO-LUMO gap (spin up / spin down) is 0.123 / 0.253 Ha. The calculation puts the HOMO energy (spin up / spin down) at -5.566 / -10.583 eV. As for the expectation value of S²: 15.755. As for the multiplicity: 8.


Calculated relative energies: A 0.000; B 0.540, given in eV


--- A ---
DFT (ωB97M-V with the def2-TZVPD basis set) results for C7H7N in the gas phase.

Last column: natural (NBO) charge in e.
CARTESIAN COORDINATES (ANGSTROEM)
C: 2.885 0.337 0.042  -0.342
C: 1.866 -0.483 -0.063  -0.249
C: 0.454 -0.215 0.008  0.153
C: -0.036 1.090 -0.008  -0.285
C: -1.359 1.279 -0.057  -0.119
C: -2.247 0.185 0.041  -0.287
C: -1.656 -1.095 -0.011  0.023
N: -0.237 -1.343 -0.046  -0.382
H: 2.685 1.428 0.252  0.179
H: 4.133 0.007 0.113  0.214
H: 2.273 -1.496 -0.102  0.227
H: 0.537 2.010 -0.012  0.231
H: -1.870 2.499 -0.115  0.212
H: -3.315 0.284 0.183  0.229
H: -2.228 -1.917 0.294  0.194

The charge is 0. For the LUMO energy, the calculation gives 0.6 eV. The value obtained for the HOMO-LUMO gap is 0.355 Ha. The calculation puts the HOMO energy at -9.062 eV.


--- B ---
DFT (ωB97M-V with the def2-TZVPD basis set) results for C7H7N in the gas phase.

Last column: natural (NBO) charge in e.
CARTESIAN COORDINATES (ANGSTROEM)
C: -2.141 -0.382 -0.101  -0.333
C: -1.235 -1.389 0.027  -0.254
C: 0.255 -1.321 -0.041  -0.130
C: 1.121 -0.289 0.078  -0.162
C: 2.539 -0.536 -0.049  0.262
N: 3.687 -0.684 -0.208  -0.304
C: 0.852 1.140 0.497  -0.203
C: 0.066 1.941 -0.288  -0.370
H: -3.179 -0.599 0.201  0.201
H: -1.958 0.711 -0.390  0.212
H: -1.612 -2.328 0.373  0.214
H: 0.737 -2.309 -0.105  0.222
H: 1.342 1.493 1.413  0.229
H: -0.341 1.534 -1.256  0.200
H: -0.132 3.018 -0.152  0.215

The charge is 0. For the LUMO energy, the calculation gives -0.3 eV. The value obtained for the HOMO-LUMO gap is 0.333 Ha. The calculation puts the HOMO energy at -9.335 eV.


--- C ---
DFT (ωB97M-V with the def2-TZVPD basis set) results for 2 unconnected molecules or ions with the total composition C7H7N.

Last column: natural (NBO) charge in e.
CARTESIAN COORDINATES (ANGSTROEM)
C: -0.568 2.146 -0.103  -0.149
C: -3.382 1.036 0.008  -0.453
C: -0.010 1.076 0.336  -0.077
C: -2.774 0.004 0.142  0.171
C: 1.263 -1.150 0.251  0.266
C: 1.669 -0.768 -1.118  -0.673
C: 0.357 -0.135 0.960  -0.232
N: 1.553 -2.255 0.794  -0.605
H: -1.143 2.888 -0.662  0.246
H: -3.631 2.023 -0.125  0.223
H: 2.160 -1.606 -1.547  0.239
H: 0.794 -0.430 -1.649  0.238
H: 2.550 -0.023 -0.934  0.236
H: -0.108 -0.399 1.924  0.231
H: 1.269 -2.406 1.725  0.339

The charge is 0. For the LUMO energy (spin up / spin down), the calculation gives -1.4 / -2.9 eV. The value obtained for the HOMO-LUMO gap (spin up / spin down) is 0.304 / 0.202 Ha. The calculation puts the HOMO energy (spin up / spin down) at -9.637 / -8.445 eV.


--- D ---
DFT (ωB97M-V with the def2-TZVPD basis set) results for C7H7N in the gas phase.

Last column: natural (NBO) charge in e.
CARTESIAN COORDINATES (ANGSTROEM)
C: 1.496 1.083 0.050  -0.193
C: 1.948 -0.101 -0.426  -0.192
C: 0.750 -1.139 -0.260  -0.177
C: -0.763 -1.099 0.033  -0.079
C: -2.010 -0.099 -0.358  -0.259
C: -1.477 1.108 -0.030  -0.140
C: 0.037 0.815 0.073  -0.217
N: 0.049 -0.340 0.885  -0.369
H: 2.023 2.094 0.569  0.253
H: 2.962 -0.774 -0.486  0.248
H: 1.076 -2.059 0.300  0.210
H: -1.204 -2.134 0.420  0.213
H: -3.010 -0.651 -0.325  0.245
H: -1.910 2.139 -0.147  0.232
H: -0.163 0.353 -1.018  0.228

The charge is 0. For the LUMO energy, the calculation gives 0.9 eV. The value obtained for the HOMO-LUMO gap is 0.346 Ha. The calculation puts the HOMO energy at -8.462 eV.


Calculated relative energies: A 0.000; B 0.055; C 7.092; D 6.843, given in eV